Molecular formula: C4H8N2S
Method: DFT, ωB97M-V/def2-TZVPD

Last column: Löwdin charge in e.
Atoms and positions in Å:
C (-0.3010, 1.5323, -1.4000)  -0.319
C (0.2729, 0.4970, -2.1135)  -0.129
C (0.3762, -0.9894, -1.5984)  -0.117
C (0.0262, -0.5880, 2.8829)  -0.258
N (-0.9253, 1.5417, -0.2511)  -0.373
N (0.0756, 0.0156, 1.6180)  -0.397
S (-1.1223, 0.9306, 1.1365)  1.000
H (-0.4252, 2.3800, -2.0406)  0.085
H (0.5559, 0.6456, -3.2231)  0.108
H (0.3965, -1.5696, -2.5422)  0.060
H (-0.5939, -1.0690, -1.0663)  0.050
H (1.2728, -1.1428, -0.9028)  0.087
H (-0.9124, -0.8906, 3.2968)  0.063
H (0.7222, -1.4041, 2.7317)  0.074
H (0.5820, 0.1106, 3.4721)  0.067

Calculated values
**Largest force on an atom**: 5.3 eV Å⁻¹
**Spin multiplicity**: 1
**E_tot**: -18089.5158 eV
**E_HOMO (alpha / beta)**: -7.892 / -7.894 eV
**Kohn-Sham gap (alpha / beta)**: 7.4 / 7.4 eV

***

Molecular formula: C19H30F12I2O9Si2
Method: DFT, ωB97M-V/def2-TZVPD

Last column: Löwdin charge in e.
Atoms and positions in Å:
C (4.3454, 4.4154, -0.0617)  -0.166
C (4.5110, 2.9056, -0.3148)  -0.903
I (4.4745, 2.4507, -2.4235)  0.823
C (3.4659, 2.0830, 0.4331)  -0.942
I (4.0897, 0.0480, 0.6868)  0.816
Si (1.7247, 2.0726, -0.2793)  0.316
O (0.7276, 1.8579, 1.0191)  -0.508
Si (-0.8981, 2.1565, 0.9968)  0.513
H (4.5573, 5.0265, -0.9447)  0.055
H (3.3203, 4.6468, 0.2644)  0.069
H (5.0351, 4.7307, 0.7342)  0.081
H (5.5182, 2.5775, -0.0346)  0.033
H (3.4047, 2.4724, 1.4622)  0.055
H (1.4334, 3.3981, -0.8734)  0.001
H (1.5191, 0.9777, -1.2445)  -0.015
H (-1.4098, 1.8370, -0.3538)  -0.044
H (-1.5301, 1.2966, 2.0176)  -0.050
H (-1.1638, 3.5795, 1.2952)  -0.053
C (0.3217, -2.4234, -0.0985)  -0.046
C (-0.7427, -1.4034, 0.2114)  -0.200
O (-2.0662, -1.9002, -0.1290)  0.040
C (-2.6391, -2.6789, 0.7669)  -0.397
O (-2.2185, -3.0273, 1.8303)  0.178
C (-4.0491, -3.0937, 0.2684)  -0.518
F (-4.0216, -3.5071, -1.0004)  0.178
F (-4.8878, -2.0579, 0.3493)  0.073
F (-4.5323, -4.0810, 1.0096)  0.180
H (0.2756, -2.7141, -1.1484)  0.089
H (1.2992, -1.9809, 0.0944)  0.054
H (0.2178, -3.3141, 0.5203)  0.083
H (-0.6317, -0.5168, -0.4071)  0.090
H (-0.7427, -1.1121, 1.2612)  0.116
C (-5.8602, -0.4518, -0.4879)  -0.054
C (-5.7208, 0.2941, -1.7932)  -0.160
O (-6.1476, 1.6756, -1.6559)  0.038
C (-5.2669, 2.5068, -1.1352)  -0.403
O (-4.1545, 2.2642, -0.7651)  0.136
C (-5.8573, 3.9418, -1.0935)  -0.562
F (-7.0996, 3.9503, -0.6167)  0.172
F (-5.8834, 4.4524, -2.3283)  0.168
F (-5.1116, 4.7278, -0.3331)  0.176
H (-6.8859, -0.3955, -0.1228)  0.100
H (-5.6059, -1.4997, -0.6436)  0.044
H (-5.1895, -0.0476, 0.2694)  0.094
H (-6.3774, -0.1049, -2.5622)  0.127
H (-4.6937, 0.2872, -2.1562)  0.126
C (10.0103, 6.9844, 3.0011)  -0.059
C (9.4868, 5.5807, 2.8102)  -0.186
O (8.6340, 5.4976, 1.6383)  0.028
C (9.2555, 5.3778, 0.4780)  -0.403
O (10.4316, 5.3174, 0.2740)  0.173
C (8.2081, 5.2695, -0.6618)  -0.556
F (7.2526, 6.1905, -0.5394)  0.166
F (7.6253, 4.0635, -0.6138)  0.152
F (8.7817, 5.4106, -1.8411)  0.189
H (9.1861, 7.6944, 3.0691)  0.084
H (10.5836, 7.0320, 3.9272)  0.084
H (10.6630, 7.2735, 2.1788)  0.080
H (8.8388, 5.2730, 3.6271)  0.125
H (10.2944, 4.8584, 2.6982)  0.125
C (-6.0170, -6.7275, -0.3832)  -0.054
C (-4.5454, -7.0700, -0.3945)  -0.191
O (-4.3485, -8.5030, -0.2905)  0.036
C (-4.4778, -9.1885, -1.4113)  -0.404
O (-4.7218, -8.7730, -2.5061)  0.169
C (-4.2159, -10.6939, -1.1361)  -0.561
F (-4.8599, -11.1168, -0.0500)  0.171
F (-2.9076, -10.8943, -0.9451)  0.167
F (-4.6039, -11.4295, -2.1651)  0.178
H (-6.4926, -7.1268, 0.5129)  0.088
H (-6.1415, -5.6455, -0.3872)  0.068
H (-6.5194, -7.1360, -1.2593)  0.082
H (-4.0307, -6.6664, 0.4735)  0.119
H (-4.0542, -6.7155, -1.3000)  0.125

Calculated values
**Largest force on an atom**: 6.8 eV Å⁻¹
**Spin multiplicity**: 1
**E_tot**: -103184.8149 eV
**E_HOMO**: -9.430 eV
**Kohn-Sham gap**: 9.6 eV

***

Molecular formula: C5H10N2S
Method: DFT, ωB97M-V/def2-TZVPD

Last column: Löwdin charge in e.
Atoms and positions in Å:
H (-1.7641, 2.6642, -2.2828)  0.040
N (-1.5848, 1.6535, -2.2675)  0.098
C (-0.9305, 1.3376, -1.2066)  -0.511
N (-0.4939, 2.2087, -0.2434)  0.108
C (-0.6077, -0.1132, -1.1024)  -0.083
C (0.1129, -0.8217, -0.2343)  -0.581
C (0.2428, -2.3174, -0.3887)  -0.121
S (1.0630, -0.1071, 1.1006)  0.883
C (0.8783, -1.3297, 2.4187)  -0.410
H (-0.2913, 1.8209, 0.6522)  0.006
H (-0.9015, 3.1190, -0.2250)  0.089
H (-1.0517, -0.6693, -1.9397)  0.112
H (1.3067, -2.5758, -0.4471)  0.081
H (-0.2323, -2.8619, 0.4577)  0.080
H (-0.2567, -2.6585, -1.3229)  0.087
H (1.3599, -0.8956, 3.3085)  0.034
H (-0.1786, -1.5124, 2.6728)  0.049
H (1.3762, -2.2850, 2.1725)  0.038

Calculated values
**Largest force on an atom**: 0.8 eV Å⁻¹
**Spin multiplicity**: 1
**E_tot**: -19162.2118 eV
**E_HOMO**: -8.495 eV
**Kohn-Sham gap**: 9.2 eV
**SMILES**: [H]/N=C(N)/C=C(/C)SC

***

Molecular formula: C8H13N2O2
Method: DFT, ωB97M-V/def2-TZVPD

Last column: Löwdin charge in e.
Atoms and positions in Å:
C (1.1117, 0.4382, -3.5142)  -0.077
C (-0.3075, 1.0740, -3.1641)  -0.262
N (-0.4397, 0.9424, -1.7296)  0.029
C (-1.5111, 1.3640, -1.1686)  -0.174
C (-1.8118, 1.2693, 0.2157)  0.076
C (-1.1294, 0.5074, 1.2019)  -0.305
N (-0.2765, -0.4520, 0.8250)  0.313
C (0.4845, -1.3166, 1.1518)  -0.013
O (1.2527, -2.2814, 1.3359)  0.100
C (2.6889, -2.0923, 1.5759)  0.091
O (-1.4818, 0.7590, 2.4563)  -0.011
C (-1.2762, -0.2121, 3.4673)  -0.009
H (1.0143, -0.6172, -3.2885)  0.062
H (1.7334, 0.9937, -2.8624)  0.057
H (1.1570, 0.5520, -4.5293)  0.034
H (-1.2329, 0.6002, -3.5738)  0.124
H (-0.1237, 2.1138, -3.6427)  0.143
H (-2.2659, 2.0837, -1.5878)  0.144
H (-2.6201, 1.8031, 0.5383)  0.093
H (2.5489, -1.2320, 2.1953)  0.104
H (3.3168, -2.1134, 0.7045)  0.118
H (3.0702, -2.8507, 2.2199)  0.104
H (-1.8584, 0.1020, 4.3155)  0.119
H (-0.2904, -0.3685, 3.6568)  0.066
H (-1.7530, -1.0665, 3.2007)  0.074

Calculated values
**Largest force on an atom**: 6.1 eV Å⁻¹
**Net charge**: +1
**Spin multiplicity**: 1
**E_tot**: -15569.5224 eV
**E_HOMO (alpha / beta)**: -12.088 / -12.086 eV
**Kohn-Sham gap (alpha / beta)**: 7.3 / 7.3 eV
**SMILES**: CC/N=C/C=C(\[N+]#COC)OC

***

Molecular formula: C4H12
Method: DFT, ωB97M-V/def2-TZVPD

Last column: Löwdin charge in e.
Atoms and positions in Å:
C (-2.0125, 0.5836, -1.6252)  -0.030
C (-1.0655, 1.3396, -2.6160)  -0.025
H (-2.5178, -0.1973, -2.0748)  0.079
H (-1.4363, 0.1496, -0.8015)  0.093
H (-2.8267, 1.2437, -1.3636)  0.098
H (-0.0565, 1.3600, -2.3129)  0.078
H (-1.4820, 2.2842, -2.9866)  0.101
H (-0.8419, 0.6602, -3.4612)  0.143
C (1.3734, -0.5977, 1.4766)  -0.075
C (1.7091, -1.2907, 2.7915)  -0.077
H (1.4958, 0.4082, 1.5171)  0.048
H (1.9348, -1.1343, 0.7154)  0.096
H (0.2830, -0.7952, 1.1400)  0.148
H (2.2904, -2.2557, 2.6530)  0.118
H (0.8540, -1.3721, 3.4359)  0.100
H (2.2758, -0.5601, 3.3782)  0.108

Calculated values
**Largest force on an atom**: 4.3 eV Å⁻¹
**Net charge**: +1
**⟨S²⟩**: 0.75
**Spin multiplicity**: 2
**E_tot**: -4330.0219 eV
**E_HOMO (alpha / beta)**: -16.758 / -14.511 eV
**Kohn-Sham gap (alpha / beta)**: 14.0 / 2.8 eV

***

Molecular formula: C2H4ClNO3
Method: DFT, ωB97M-V/def2-TZVPD

Last column: Löwdin charge in e.
Atoms and positions in Å:
C (0.1366, 1.2237, 0.7839)  -0.074
C (-0.9501, 0.2066, 0.4686)  -0.842
O (-1.5046, 0.0116, -0.5834)  -0.024
Cl (-1.3976, -0.8564, 1.8470)  0.625
H (0.2733, 1.5938, -0.2130)  0.072
H (-0.2317, 1.9629, 1.4626)  0.072
H (1.1350, 0.8714, 1.2049)  0.116
O (1.7594, -1.8661, -0.3476)  0.040
N (0.7789, -1.1986, -0.6383)  -0.140
O (0.3131, -1.3580, -1.8894)  0.025
H (-0.3123, -0.5909, -2.0953)  0.131

Calculated values
**Largest force on an atom**: 3.7 eV Å⁻¹
**Spin multiplicity**: 1
**E_tot**: -22290.7715 eV
**E_HOMO**: -10.492 eV
**Kohn-Sham gap**: 10.5 eV
**SMILES**: CC(=O)Cl.O=NO